1.
Density functional theory data (wB97M-V/def2-TZVPD) for C27H25BBrCoF7N2O5 as an isolated structure.

The geometry in ORCA input format:
```
! wB97M-V def2-TZVPD RIJCOSX def2/J DEFGRID3
* xyz -2 2
Co -0.28263 -0.92140 0.17868
Br 1.85032 3.74624 -1.95412
C 0.35531 3.37584 -0.79513
C -0.84485 4.00774 -1.07139
C -1.88951 3.74510 -0.19620
C -1.67927 2.89945 0.87496
C -0.44008 2.28727 1.01294
N 0.57648 2.54142 0.18197
C -0.22038 1.30148 2.15053
O -0.14294 1.77178 3.27960
O -0.19371 0.06484 1.83976
H -0.94898 4.65974 -1.92650
H -2.86503 4.18157 -0.36723
H -2.46907 2.66171 1.57312
F -2.62403 -1.87421 1.39647
C -3.58243 -1.00313 1.06926
F -4.59278 -1.71373 0.52496
F -4.05448 -0.48044 2.21558
C -3.11785 0.10941 0.08537
O -3.94957 0.98100 -0.13940
O -1.96418 -0.02767 -0.39911
N 0.52393 0.08384 -1.53395
C 0.13458 0.38044 -2.56719
C -0.38039 0.72854 -3.85588
C 0.01583 0.02552 -4.98931
C -0.49783 0.40116 -6.22026
C -1.39965 1.45343 -6.31234
C -1.80511 2.13479 -5.17256
C -1.29738 1.77542 -3.93509
H 0.67875 -0.82031 -4.88220
H -0.20523 -0.14194 -7.10973
H -1.80017 1.73530 -7.27900
H -2.52374 2.94119 -5.24451
H -1.61091 2.27210 -3.02496
F -0.71819 -2.29571 -1.33532
B -0.28214 -3.29110 -2.29760
F 0.12591 -2.58245 -3.45365
F -1.37609 -4.10228 -2.59557
F 0.77279 -4.02492 -1.78395
C 3.07185 0.34797 0.58671
C 3.66366 -1.02365 0.26646
C 3.31862 -1.51796 -1.14185
C 3.32876 -2.05396 1.32460
C 4.36168 -2.54474 2.11468
C 4.16370 -3.50995 3.08937
C 2.87763 -4.00222 3.26564
C 1.80860 -3.54860 2.50950
C 0.42848 -4.11823 2.77851
C -0.46795 -3.09218 3.47744
C -0.25492 -4.71785 1.54591
C 2.00730 -2.54364 1.51631
O 0.98850 -2.17611 0.79021
H 3.39831 1.09341 -0.14534
H 3.39116 0.67456 1.57968
H 1.98676 0.34219 0.57884
H 4.75491 -0.90547 0.30035
H 2.28086 -1.83313 -1.21566
H 3.93799 -2.38146 -1.39808
H 3.49793 -0.73106 -1.88193
H 5.36125 -2.15145 1.94619
H 4.98934 -3.87375 3.69074
H 2.68963 -4.76537 4.01712
H 0.58637 -4.94633 3.48257
H -0.54086 -2.17387 2.89768
H -0.05783 -2.82531 4.45471
H -1.47672 -3.49215 3.62269
H -0.58374 -3.94981 0.85034
H -1.12606 -5.30451 1.85662
H 0.42474 -5.37135 0.99550
*
```

Kohn-Sham gap (alpha / beta) (eV): 6.02 / 5.98
Highest occupied orbital energy (alpha / beta) (eV): -2.0 / -2.0
<S²>: 0.81
ΔE to the lowest compared entry with this formula, charge and spin (kJ/mol): 26.77
Max |F| (eV Å⁻¹): 0.48

***

2.
Density functional theory data (wB97M-V/def2-TZVPD) for a single C6H10O molecule.

The geometry in ORCA input format:
```
! wB97M-V def2-TZVPD RIJCOSX def2/J DEFGRID3
* xyz 0 1
C 0.79442 2.02371 0.00736
C 0.17503 1.04360 -0.90952
C 0.74717 -0.35602 -0.93717
C -0.19891 -1.19575 -0.03365
O -0.05522 -2.57624 -0.00265
C -1.50138 -0.48172 0.10278
C -0.38808 -0.43701 1.21676
H 1.21417 2.72517 -0.73038
H 0.04008 2.61820 0.54384
H 1.59373 1.72005 0.70661
H 1.77578 -0.47498 -0.55517
H 0.69683 -0.71615 -1.97262
H -0.47377 -2.93739 -0.79534
H -2.35288 -0.98020 0.54321
H -1.78039 0.18685 -0.71262
H -0.77254 -0.93980 2.09234
H 0.39007 0.28225 1.47034
*
```

Kohn-Sham gap (eV): 8.25
Highest occupied orbital energy (eV): -7.9
ΔE to the lowest compared entry with this formula, charge and spin (kJ/mol): 486.03
Max |F| (eV Å⁻¹): 0.81

***

3.
Density functional theory data (wB97M-V/def2-TZVPD) for a 10-piece molecular cluster, C40H87N2O24P3S4 overall at a distorted geometry.

The geometry in ORCA input format:
```
! wB97M-V def2-TZVPD RIJCOSX def2/J DEFGRID3
* xyz 0 1
N -31.80757 -24.22781 -5.69423
H -31.61437 -23.24791 -5.84441
H -31.96389 -24.53219 -4.74395
H -31.18060 -24.78968 -6.25219
H -32.67805 -24.17306 -6.20350
N -33.27531 -11.70561 2.27799
H -32.58106 -11.10042 1.86342
H -33.81908 -11.96523 1.46743
H -33.84288 -11.20252 2.94498
H -32.70257 -12.46818 2.61049
C -31.41367 -17.19263 -2.77766
C -31.26167 -18.56965 -2.85886
C -31.34780 -19.45930 -1.53020
O -31.41156 -20.73514 -1.49528
C -31.51001 -18.76639 -0.34592
C -31.80147 -17.30626 -0.31896
C -31.59807 -16.41383 -1.58011
O -31.74567 -15.15835 -1.52226
O -32.17054 -16.75091 0.72373
O -31.15732 -19.10880 -4.00071
H -31.24087 -16.71465 -3.73058
H -31.38668 -19.31066 0.57872
C -28.44599 -9.52365 -5.34347
C -29.53176 -10.34707 -5.91487
C -30.02561 -9.65780 -7.21642
S -29.85677 -7.82137 -6.96040
O -31.03895 -7.13889 -6.55872
O -28.79707 -7.31574 -7.81033
C -28.97926 -8.11651 -5.40185
H -27.45904 -9.59453 -5.80062
H -28.23484 -9.79181 -4.30828
H -30.37726 -10.48753 -5.24145
H -28.95292 -11.24834 -6.11676
H -30.91473 -10.07578 -7.68851
H -29.40927 -10.05621 -8.02233
H -29.78379 -8.13115 -4.66658
H -28.24559 -7.35576 -5.13521
C -29.31931 -18.88923 -13.52090
C -28.46796 -19.26424 -12.32534
C -29.29241 -18.75419 -11.16169
S -29.75235 -17.03772 -11.54675
O -28.68465 -16.05255 -11.52908
O -31.04881 -16.78223 -11.02429
C -30.08729 -17.52308 -13.25083
H -30.08268 -19.64795 -13.69330
H -28.80880 -18.88138 -14.48393
H -27.52270 -18.72237 -12.35651
H -28.20252 -20.31894 -12.25279
H -28.96902 -18.94247 -10.13794
H -30.26758 -19.23947 -11.20222
H -29.85257 -16.65032 -13.86017
H -31.14581 -17.74899 -13.37969
C -38.30391 -17.93757 -6.07030
C -39.27559 -18.49800 -7.08467
C -38.92199 -19.91123 -7.40465
S -37.08730 -19.88401 -7.57399
O -36.71260 -19.47691 -8.86410
O -36.43960 -21.12973 -7.21952
C -36.92880 -18.56805 -6.24662
H -38.86138 -18.11396 -5.15041
H -38.30303 -16.85242 -5.96760
H -39.22730 -17.81817 -7.93532
H -40.32244 -18.43363 -6.78791
H -39.44696 -20.27465 -8.28807
H -39.17473 -20.55047 -6.55872
H -36.12199 -17.85089 -6.39776
H -36.75025 -19.25055 -5.41572
C -37.56115 -10.27322 -4.86841
C -38.10090 -8.75303 -4.88366
C -37.48423 -7.88137 -3.74551
S -36.34117 -8.99420 -2.88738
O -37.09546 -9.76888 -1.89127
O -35.04288 -8.30704 -2.53056
C -36.12953 -10.08683 -4.32419
H -37.60283 -10.74773 -5.84882
H -38.08458 -10.89886 -4.14543
H -39.15877 -8.84681 -4.63823
H -37.97239 -8.36324 -5.89344
H -38.11825 -7.59879 -2.90511
H -36.80119 -7.13618 -4.15326
H -35.71585 -11.02952 -3.96599
H -35.39552 -9.47453 -4.84802
C -24.49384 -21.23571 -1.92625
C -22.99507 -21.58656 -1.78945
O -22.38468 -20.68757 -2.65941
P -22.15431 -20.84088 -4.27418
O -23.01990 -21.78066 -4.98484
O -22.12346 -19.25012 -4.75536
C -23.15254 -18.79364 -5.52031
C -24.40630 -18.49660 -4.60794
O -20.58073 -21.24678 -4.42593
C -19.56387 -20.49396 -3.89247
C -19.18341 -20.92232 -2.49345
H -24.72710 -20.18608 -1.74749
H -24.73173 -21.35292 -2.98350
H -25.09965 -21.96532 -1.38888
H -22.67092 -21.38187 -0.76909
H -22.73034 -22.53008 -2.26672
H -22.83205 -17.85132 -5.96464
H -23.34225 -19.44592 -6.37273
H -24.59114 -19.32119 -3.91947
H -24.26239 -17.56277 -4.06447
H -25.34522 -18.35856 -5.14412
H -18.63831 -20.76967 -4.39787
H -19.68502 -19.41259 -3.95605
H -18.95811 -21.98306 -2.38314
H -18.31124 -20.39664 -2.10477
H -20.01161 -20.72645 -1.81240
C -26.79293 -8.93385 7.03095
C -27.66962 -9.43418 5.87188
O -26.99117 -10.32349 5.13381
P -26.81772 -10.19198 3.56293
O -28.07895 -9.87808 2.90063
O -25.59681 -9.10430 3.40288
C -24.92812 -9.06246 2.19532
C -23.59291 -9.71641 2.54427
O -26.16531 -11.62954 3.12773
C -26.96035 -12.62003 2.36740
C -26.11045 -13.81559 1.99210
H -25.96420 -8.25526 6.82890
H -27.37985 -8.13560 7.48529
H -26.37345 -9.64564 7.74193
H -28.48687 -9.88282 6.43661
H -28.12066 -8.66097 5.24994
H -25.54207 -9.49544 1.40558
H -24.89254 -7.97681 2.10479
H -23.86008 -10.74570 2.78356
H -22.91607 -9.90666 1.71132
H -23.12792 -9.22220 3.39729
H -27.83814 -12.89517 2.95210
H -27.38508 -12.07737 1.52287
H -25.20627 -13.34832 1.60197
H -25.65519 -14.48755 2.71964
H -26.66722 -14.31609 1.19988
C -29.46884 -33.11033 -2.07776
C -30.07178 -31.92154 -2.84035
O -30.58851 -31.06771 -1.76850
P -29.90149 -29.59235 -1.44703
O -30.38948 -28.48320 -2.36561
O -30.27635 -29.34084 0.13815
C -30.08535 -28.17430 0.71850
C -29.72086 -28.61019 2.17283
O -28.28869 -29.93631 -1.43076
C -27.28401 -29.04435 -2.03728
C -26.00053 -30.00554 -2.19980
H -29.01379 -32.74991 -1.15519
H -30.26559 -33.85316 -2.03887
H -28.60792 -33.51812 -2.60749
H -29.31164 -31.55097 -3.52807
H -30.99307 -32.15668 -3.37330
H -29.24810 -27.62669 0.28580
H -30.92384 -27.56770 0.37635
H -29.58378 -27.93010 3.01354
H -30.23012 -29.50209 2.53789
H -28.69393 -28.95431 2.05000
H -27.71595 -28.54299 -2.90340
H -27.14729 -28.20319 -1.35769
H -25.95482 -30.62892 -1.30682
H -25.98687 -30.30447 -3.24792
H -25.20644 -29.25894 -2.18940
*
```

Kohn-Sham gap (eV): 2.13
Highest occupied orbital energy (eV): -3.6
Max |F| (eV Å⁻¹): 7.91

***

4.
Density functional theory data (wB97M-V/def2-TZVPD) for a 10-piece molecular cluster, H18IO9 overall at a distorted geometry.

The geometry in ORCA input format:
```
! wB97M-V def2-TZVPD RIJCOSX def2/J DEFGRID3
* xyz -1 1
I 0.17121 -0.48550 -0.07268
O -1.20579 1.72450 -2.35168
H -0.52179 1.18750 -2.01268
H -1.84679 1.68450 -1.61468
O 1.26321 0.02650 -3.63868
H 2.02721 0.54850 -3.47268
H 0.91121 -0.20850 -2.81168
O 3.16221 -2.19850 0.76232
H 2.41021 -1.67950 0.44132
H 3.85121 -1.53950 0.77232
O -1.31179 -2.02750 2.69132
H -0.52979 -1.55950 2.32632
H -1.82079 -2.33850 1.98032
O -0.46879 0.63450 3.27232
H 0.24221 0.89850 3.87932
H -0.15279 0.45150 2.39832
O 0.32021 3.04150 0.10032
H 1.14621 2.72850 0.53632
H -0.18979 2.19150 -0.07868
O -3.08179 0.35850 -0.68468
H -2.66479 0.15050 0.12132
H -3.84179 0.89450 -0.41168
O 3.46921 0.71350 -0.88968
H 3.68521 1.47850 -0.40268
H 2.64921 0.51750 -0.48468
O -2.54579 -2.53850 0.23032
H -1.86579 -2.02350 -0.13068
H -3.26079 -2.63150 -0.45468
*
```

Kohn-Sham gap (eV): 8.87
Highest occupied orbital energy (eV): -6.1
ΔE to the lowest compared entry with this formula, charge and spin (kJ/mol): 91.56
Max |F| (eV Å⁻¹): 3.66